106
Properties=species:S:1:pos:R:3:lowdin_charge:R:1 method="wB97M-V/def2-TZVPD" s2=2.0089 multiplicity=3 homo_energy_ev="-6.4 / -7.7" orbital_gap_ha="0.221 / 0.225" molar_mass_g_mol=1299.55
Pt -0.31034 -0.22713 -1.00836 0.379
Sb 1.29653 1.77488 -1.46661 1.452
Se -1.49958 0.35468 -3.19024 0.258
As -1.32269 -2.31206 -0.13209 1.190
As -1.73267 -4.45853 2.71037 1.316
Si -0.27051 -1.16581 -4.37047 0.077
F 4.42864 3.15822 3.71731 0.059
F -2.09095 6.93505 -2.27517 0.059
F 5.29395 2.63301 -6.15834 0.060
O -2.89904 -1.52409 4.49119 -0.054
O -3.51897 -0.46742 -0.03867 -0.120
O -3.88343 -0.15262 2.15870 0.128
O 2.29321 -4.36506 2.18371 -0.032
O 1.89154 -4.05558 -0.79481 -0.012
O -4.53021 -2.88552 3.75125 0.126
O 0.90667 -5.92372 3.01037 0.085
O 2.04189 -2.09120 0.18063 0.087
C -1.20662 -4.26915 4.58481 -0.276
C 2.69263 2.13114 -3.03050 -0.386
C 4.43950 2.47269 -5.12899 -0.279
C -3.33716 -0.73272 1.25668 -0.534
C -1.19569 3.55755 -1.38322 -0.136
C -0.02929 5.83343 -2.48228 -0.004
C -2.42409 -3.74032 -0.88393 -0.237
C -0.19580 3.51957 2.77055 -0.039
C -0.77873 0.83505 0.64517 -0.286
C -0.02468 -4.08067 1.84112 -0.303
C -0.42007 -0.62768 -6.15960 -0.231
C -2.52061 -2.68406 2.49003 -0.287
C 3.54249 3.88107 1.66812 -0.009
C 2.85354 3.57426 0.50352 -0.108
C -2.44497 -1.92293 1.40494 -0.273
C 3.33514 1.57259 2.37492 -0.005
C 1.54243 -1.29203 -3.91242 -0.218
C -1.28269 2.43632 2.74238 -0.606
C 1.09125 -4.88807 2.41805 -0.550
C -3.45775 -2.35859 3.61682 -0.594
C 3.76673 2.86768 2.57919 -0.288
C 4.95416 2.26416 -3.86605 -0.004
C 0.71872 4.67681 -2.30565 -0.120
C -1.24735 1.63224 4.04673 -0.038
C -1.35503 5.81934 -2.10115 -0.279
C 1.19577 -5.29326 -0.96314 -0.023
C 0.14839 3.53599 -1.74865 -0.355
C 2.64854 1.28032 1.20401 -0.117
C -3.76817 -1.09897 5.55250 -0.022
C 2.20808 2.35169 -4.31949 -0.137
C 4.06516 2.09312 -2.81201 -0.103
C 1.43598 -3.11915 0.05147 -0.575
C -2.66005 3.08843 2.57241 -0.043
C 3.40995 -5.14059 2.64642 -0.007
C 3.08146 2.52555 -5.38182 0.000
C -1.95822 4.70297 -1.55552 0.001
C -1.02075 1.53866 1.60384 -0.122
C 2.40762 2.27821 0.26265 -0.371
C 0.11725 -3.34833 0.73750 -0.276
C -4.22776 0.74233 -0.34071 -0.022
C -0.94168 -2.91057 -4.18711 -0.224
H -5.25003 0.68390 0.02854 0.101
H -1.94823 -4.17517 -1.75643 0.002
H -0.57579 -3.54099 -5.00250 0.035
H -1.99584 0.84011 4.02723 0.063
H -3.17878 -0.41286 6.15218 0.093
H -2.85190 3.76789 3.40641 0.087
H -2.61397 -4.50081 -0.12780 0.016
H 4.45362 1.92657 -1.81357 0.102
H -2.03190 -2.93861 -4.18715 0.030
H 2.72952 2.69611 -6.39029 0.122
H -0.65438 -3.34971 4.76352 0.046
H -3.44680 2.33403 2.54353 0.070
H -3.36566 -3.28261 -1.18527 0.044
H -0.57511 -3.34035 -3.25301 -0.007
H 6.02552 2.23634 -3.72118 0.120
H -4.09413 -1.95209 6.14462 0.095
H -2.69662 3.66866 1.64725 0.077
H 2.07846 -0.34909 -4.01142 0.002
H -0.36064 4.19570 3.61339 0.088
H 0.13048 -5.13874 -1.13267 0.079
H -0.61415 -5.13846 4.85592 0.021
H 2.00293 -2.01397 -4.59576 0.040
H -0.26735 1.17211 4.18636 0.089
H -0.00737 0.37354 -6.29643 0.018
H 0.79294 3.06926 2.87020 0.070
H 2.65369 4.36416 -0.21135 0.097
H -4.63595 -0.59603 5.12960 0.103
H 1.63801 -5.75565 -1.84030 0.102
H 0.12363 -1.31436 -6.81378 0.032
H -3.00407 4.73921 -1.28051 0.120
H 3.53103 0.81660 3.12331 0.121
H 1.68958 -1.65936 -2.89307 0.005
H -1.64942 2.67368 -0.95488 0.053
H -2.11934 -4.26589 5.17991 0.031
H -1.44481 2.29275 4.89497 0.087
H -1.46427 -0.60544 -6.47639 0.029
H 3.35707 -5.26507 3.72586 0.099
H -4.20220 0.82945 -1.42255 0.075
H -3.71319 1.58041 0.12819 0.079
H 0.39800 6.72864 -2.91315 0.120
H 3.89364 4.88177 1.88018 0.120
H 2.29109 0.26997 1.03654 0.075
H -0.21097 4.10351 1.84791 0.084
H 4.29088 -4.57496 2.36285 0.100
H 1.75597 4.67329 -2.62150 0.099
H 1.13799 2.38462 -4.50023 0.101
H 3.40966 -6.12012 2.17159 0.099
H 1.33753 -5.94308 -0.09926 0.096

***

105
Properties=species:S:1:pos:R:3:lowdin_charge:R:1 method="wB97M-V/def2-TZVPD" multiplicity=1 homo_energy_ev=-12.6 orbital_gap_ha=0.270 molar_mass_g_mol=1138.06 total_charge=+2
Bi -0.62628 -1.13694 0.63895 1.233
As 1.60010 -4.17016 0.37771 0.841
S 0.39771 -3.13011 1.88917 0.149
S -2.37452 -0.65101 3.28399 0.769
S -2.98427 -3.13048 0.95781 0.792
S 1.89047 -0.51557 0.61087 0.491
S -3.77388 0.08222 0.25102 0.829
P 0.79330 2.93624 1.08024 1.198
O -1.64789 -0.91778 -1.84400 -0.052
O -0.51142 -2.61513 -1.00910 -0.370
O -1.86782 -6.67038 -6.27849 0.096
O -1.38202 -5.02390 -7.59009 0.101
O 0.79659 2.58783 -1.51293 0.125
N -1.61208 -5.50358 -6.49958 -0.344
N 3.40960 1.44313 -0.46624 0.072
N 1.97455 0.14263 -1.97460 0.088
C -0.19061 2.81937 3.63673 -0.075
C -3.58651 0.67431 2.96160 -0.504
C 2.77959 0.47207 -2.93024 -0.317
C 2.82301 4.62963 1.99664 -0.065
C -1.41232 -2.92111 -3.16894 -0.135
C 0.83802 2.37522 2.80337 -0.321
C 1.96951 1.44401 4.71350 -0.048
C 3.70007 6.46195 0.70542 -0.048
C 3.92812 1.33412 -2.74837 0.016
C 1.16380 1.95686 -0.57914 -0.391
C -1.26195 -3.25972 -5.53740 0.029
C 2.11969 -3.61323 -1.39475 -0.209
C -2.46223 5.34217 0.82792 -0.044
C -1.17864 -2.41640 -4.44061 0.011
C 3.70225 5.69613 1.86130 -0.055
C -4.73806 -1.33846 -0.33311 -0.488
C 1.92969 1.69846 3.35381 -0.120
C -0.13473 2.57102 5.00105 -0.050
C -4.58733 0.43990 1.83731 -0.475
C 2.54705 -0.13340 -4.27799 -0.009
C 1.94385 4.32567 0.95705 -0.311
C -1.20706 4.83703 1.12545 -0.076
C -3.04612 3.27175 -0.25441 -0.079
C 5.52621 2.42512 -1.13446 0.000
C -1.79348 2.75746 0.04370 -0.104
C -1.89336 -5.09178 -4.08326 0.024
C 3.27343 -4.54205 1.25613 -0.240
C -3.07897 -3.32826 2.76228 -0.518
C 0.79818 -5.90928 0.20366 -0.226
C 4.26196 1.72346 -1.50380 -0.296
C -1.60069 -4.58333 -5.33619 -0.122
C -1.20467 -2.05972 -1.97005 -0.617
C -3.45188 -2.09849 3.57730 -0.478
C 2.13876 0.74670 -0.69871 -0.818
C 1.94519 5.09611 -0.21081 -0.071
C -0.86657 3.54301 0.72735 -0.326
C -3.37654 4.56473 0.12916 -0.039
C 0.93678 1.87637 5.53864 -0.042
C -1.78189 -4.25266 -2.98852 -0.004
C 2.82188 6.16096 -0.32941 -0.046
C -4.67509 -2.59722 0.53184 -0.467
H -0.92718 2.93005 5.64527 0.119
H -1.06520 -2.91028 -6.54034 0.129
H -1.98520 -4.62159 -1.98982 0.111
H 2.74639 1.36900 2.72865 0.078
H -5.21897 -2.46983 1.46661 0.069
H -5.77485 -1.02005 -0.43125 0.091
H 1.62129 -0.70334 -4.27973 0.064
H 0.87863 -6.41111 1.16419 0.049
H -2.96147 1.54014 2.72679 0.055
H -2.08546 -3.68217 3.03262 0.028
H 2.81794 0.91978 5.13569 0.119
H 3.38032 -0.78600 -4.54855 0.095
H -4.34569 4.97308 -0.12755 0.119
H -4.10895 0.87303 3.89772 0.091
H 3.08333 -4.94676 2.24714 0.046
H -3.36842 -2.34743 4.63359 0.087
H -2.18654 -6.12622 -3.98105 0.127
H -0.48438 5.45229 1.64870 0.122
H -3.78749 -4.13113 2.96894 0.093
H 2.49372 0.65376 -5.03236 0.096
H 2.81974 4.05685 2.91277 0.099
H -5.26639 -0.37948 2.06459 0.066
H -5.18618 1.34279 1.71837 0.088
H 3.79804 -5.27900 0.65216 0.051
H -2.72270 6.34808 1.13143 0.119
H 1.34430 -6.47057 -0.55274 0.055
H 6.04614 2.76803 -2.02607 0.093
H 4.38691 5.92755 2.66792 0.117
H -4.47196 -1.77669 3.38499 0.065
H 2.20647 -2.53319 -1.47040 0.000
H 1.37597 -3.98153 -2.09651 0.040
H 3.08487 -4.09196 -1.56301 0.056
H -5.13757 -3.42267 -0.00805 0.086
H 6.18825 1.74052 -0.59791 0.099
H -4.34259 -1.52466 -1.33170 0.073
H 4.37908 7.30059 0.61384 0.119
H 4.56924 1.56533 -3.58788 0.123
H 3.86974 -3.63682 1.33968 0.045
H 3.76992 1.48052 0.47437 0.119
H -3.75440 2.65968 -0.79851 0.087
H 2.81563 6.75733 -1.23281 0.119
H -1.02401 3.37516 3.23111 0.096
H -0.24677 -5.81612 -0.08123 0.037
H 1.26148 4.86594 -1.01735 0.111
H -1.55436 1.75108 -0.28144 0.058
H -0.92807 -1.37054 -4.56944 0.125
H 5.32197 3.28342 -0.48991 0.084
H 0.97498 1.67965 6.60273 0.120

***

103
Properties=species:S:1:pos:R:3:lowdin_charge:R:1 method="wB97M-V/def2-TZVPD" s2=2.0383 multiplicity=3 homo_energy_ev="-9.8 / -10.0" orbital_gap_ha="0.224 / 0.224" molar_mass_g_mol=978.87 total_charge=+1
Mo -22.38980 -1.71086 8.28672 1.545
Se -24.23074 -3.22570 10.64383 1.068
As -22.19738 -4.32880 8.72113 0.717
Si -19.89741 -4.95684 8.24538 0.381
Si -23.68887 -5.66234 7.44054 0.271
O -20.43424 -1.35737 7.37399 -0.105
O -20.61977 -1.78860 9.50969 -0.225
O -22.51735 -0.23132 9.68456 -0.198
N -23.71319 0.99850 8.18400 0.102
N -22.61514 -2.12808 6.13729 -0.017
N -24.38571 -2.30226 9.10342 -0.400
N -18.25801 0.32082 6.81191 0.103
N -23.24288 -0.02188 7.43855 -0.105
N -25.62254 -2.40134 11.32199 -0.197
C -24.36509 -6.85693 8.70760 -0.241
C -22.86059 -1.05155 5.41317 -0.236
C -19.74160 -6.83785 8.39883 -0.213
C -24.22932 4.06755 10.91821 -0.070
C -19.12055 -4.21083 6.64750 -0.184
C -19.98480 2.01499 7.60637 -0.151
C -22.10874 -3.22573 5.55780 -0.179
C -22.50057 -6.47878 6.24720 -0.222
C -21.34153 4.04740 8.22635 -0.016
C -23.34299 0.12062 6.13368 -0.224
C -27.25915 -0.76058 10.67507 0.005
C -19.69335 1.89552 9.06100 -0.013
C -26.11579 -1.57426 10.46724 -0.404
C -16.42768 0.06912 8.33873 -0.017
C -26.04736 -0.78053 8.11180 -0.040
C -19.79566 1.27482 5.32633 -0.031
C -19.39026 1.17170 6.64045 -0.210
C -24.05605 1.24244 5.46960 0.016
C -21.27641 3.09970 5.89221 -0.091
C -22.60202 -1.01223 4.05652 0.037
C -20.79463 2.21052 4.94111 -0.092
C -18.58216 -0.79796 8.99198 -0.133
C -21.74997 -3.25054 4.25378 -0.013
C -25.27217 -5.00582 6.69283 -0.195
C -27.64945 0.13654 9.69744 -0.026
C -21.88107 -2.08095 3.47163 0.040
C -18.17956 -1.03445 10.28816 -0.017
C -19.00797 -4.36347 9.79986 -0.211
C -22.49133 3.18012 12.23620 -0.053
C -20.87060 2.99707 7.21389 -0.224
C -23.44010 1.88351 10.41842 -0.147
C -24.28221 2.92823 10.14026 -0.045
C -27.05327 0.10079 8.35686 -0.033
C -15.98800 -0.21671 9.61846 -0.053
C -22.49433 2.02542 11.48267 -0.004
C -17.75074 -0.20990 8.01271 -0.189
C -25.44169 -1.49069 9.20223 -0.341
C -16.84487 -0.76650 10.60861 -0.040
C -23.41765 4.17613 11.99643 -0.062
C -19.89778 -1.33340 8.54270 -0.531
C -23.23387 0.82774 9.39139 -0.381
H -24.52581 -6.41524 9.68451 0.004
H -20.08377 2.72384 9.65758 0.066
H -17.95393 -4.12363 9.58238 0.052
H -25.62524 -5.58213 5.91293 0.000
H -21.96864 3.84669 5.55364 0.108
H -19.31575 -3.13272 6.63595 0.008
H -28.48010 0.80066 9.89210 0.104
H -22.73652 -0.08577 3.60079 0.096
H -21.81465 1.20834 11.61526 0.109
H -17.54980 0.72429 6.20800 0.143
H -19.02483 -5.12722 10.53015 0.017
H -19.55679 -3.46996 10.11480 -0.013
H -24.97390 4.82617 10.73615 0.113
H -24.94210 2.82941 9.30256 0.109
H -21.52489 -2.06442 2.49018 0.100
H -23.66067 -7.71214 8.89995 0.048
H -21.80024 3.28890 13.03858 0.105
H -20.17704 1.01609 9.53697 0.084
H -23.28918 2.01601 5.21962 0.079
H -25.31867 -3.94139 6.35308 0.032
H -19.06433 -7.05067 9.13291 -0.019
H -18.03386 -4.42043 6.68116 0.047
H -19.43661 -4.73550 5.77552 0.000
H -18.92408 -1.45646 10.95282 0.125
H -22.99089 -6.84975 5.39774 0.012
H -15.70625 0.48302 7.66313 0.114
H -27.83614 -0.96295 11.51540 0.099
H -19.40437 0.53872 4.59353 0.125
H -24.49937 0.85526 4.54751 0.098
H -19.46589 -7.44412 7.53447 0.038
H -21.89113 3.45518 9.01976 0.071
H -20.40645 4.44750 8.68391 0.102
H -16.39078 -0.90509 11.59432 0.110
H -21.20156 -4.13567 3.93504 0.124
H -21.11195 2.45452 3.90706 0.118
H -26.00642 -5.11985 7.50234 0.035
H -21.75054 -5.80735 5.86460 -0.020
H -27.36710 0.82802 7.63490 0.105
H -24.70562 1.64993 6.22858 0.077
H -21.95397 -7.35100 6.70920 0.054
H -22.03274 4.76863 7.79489 0.083
H -14.95630 -0.06462 9.86964 0.104
H -23.43598 4.99331 12.60536 0.086
H -25.23885 -7.35465 8.29844 0.031
H -25.61503 -0.87020 7.13505 0.095
H -18.60733 1.84182 9.28573 0.109
H -20.68127 -7.25981 8.80400 0.030
H -21.75926 -3.96313 6.27635 -0.022

***

105
Properties=species:S:1:pos:R:3:lowdin_charge:R:1 method="wB97M-V/def2-TZVPD" s2=3.7693 multiplicity=4 homo_energy_ev="-16.0 / -16.0" orbital_gap_ha="0.284 / 0.234" molar_mass_g_mol=1078.06 total_charge=+3
Re 0.94422 -0.13695 0.73764 1.810
I 1.88596 -2.70193 6.39105 1.016
S 0.07623 2.86886 2.38364 1.025
O -0.08775 1.42173 1.84941 -0.685
O 0.33700 -3.35893 1.37045 0.066
O 3.01480 -1.15200 -1.57971 0.075
O 4.63927 5.79993 -2.14337 0.106
O 6.57063 4.90764 -1.83379 0.137
N 0.12588 -0.10679 -1.26190 -0.038
N 3.15261 0.36652 0.77245 -0.021
N 1.50267 2.13449 -0.29534 -0.003
N -1.00976 -0.84051 0.95499 -0.065
N 1.62141 -1.94086 0.07334 -0.043
N 2.16300 0.36913 3.53746 0.017
N 5.36948 4.90746 -1.76867 -0.325
N 1.52129 -0.52951 2.75866 -0.162
C 0.61509 2.93442 -0.85659 -0.147
C -1.40552 3.74523 1.84823 -0.356
C 4.72715 3.72381 -1.12671 -0.034
C -2.97107 -0.04771 -5.22170 -0.023
C -1.64337 -0.89568 -2.65481 0.075
C -0.97204 -0.50945 -3.82110 -0.106
C -1.79329 -2.26833 -5.35203 -0.020
C 1.74064 -4.28344 -0.38323 -0.048
C 1.34572 -1.61672 3.53590 -0.154
C 5.37619 -0.42623 1.21281 0.018
C 5.92388 0.67062 0.59854 0.069
C -2.67122 2.90219 1.88955 -0.093
C -1.08312 -0.70583 -1.41764 -0.166
C 3.99159 -0.54127 1.27483 -0.108
C 2.50114 -2.08803 -1.01801 -0.466
C -4.88414 -2.71249 1.21850 -0.552
C 2.39268 -0.12246 4.76385 -0.089
C 5.06855 1.64321 0.05728 -0.095
C 1.12998 -3.20323 0.47597 -0.445
C -1.60356 -0.75019 -5.17908 -0.552
C -2.95719 -1.71995 -0.08041 0.080
C -0.73037 -0.21906 -6.31539 -0.047
C -1.55973 -1.09947 2.15425 -0.085
C 5.56482 2.81701 -0.60166 0.100
C 2.80701 2.42579 -0.41122 -0.153
C 2.31612 4.41219 -1.64828 0.066
C 0.79549 0.24277 -2.37726 -0.092
C 1.87257 -1.39990 4.80573 -0.750
C 3.28893 3.56381 -1.07440 -0.026
C -4.79981 -4.04339 0.45109 -0.020
C 0.71188 3.59550 4.95080 -0.111
C -0.26239 2.73370 4.15605 -0.365
C 2.67961 -3.55277 -1.33842 -0.047
C 3.69454 1.45406 0.16235 -0.133
C -3.52858 -2.03807 1.15677 -0.100
C -5.91737 -1.79015 0.54606 -0.021
C 0.28309 0.06211 -3.64341 0.058
C -5.31998 -2.98691 2.65751 -0.047
C 0.98462 4.08959 -1.54184 0.013
C -1.72555 -1.12090 -0.16017 -0.165
C -2.79496 -1.68380 2.28753 0.057
H -5.76442 -4.54781 0.50876 0.103
H 2.45512 1.25582 3.15835 0.147
H -2.21580 -2.46644 -6.33729 0.104
H -0.98683 -0.81704 3.02243 0.105
H -3.49945 -1.94157 -0.98761 0.121
H 2.91775 0.44901 5.51423 0.145
H -0.84124 -2.79875 -5.28313 0.097
H 2.44726 -3.70825 -2.39139 0.139
H -1.23700 -0.39405 -7.26365 0.102
H 0.48276 3.51466 6.01263 0.098
H -1.18663 4.10357 0.84441 0.074
H 1.75050 3.29049 4.80259 0.068
H 1.78027 0.65391 -2.24559 0.107
H -5.97459 -0.82189 1.04797 0.097
H -2.61450 -1.36176 -2.73154 0.120
H -0.55844 0.85672 -6.23202 0.096
H 5.99295 -1.20305 1.64230 0.134
H -2.47791 -2.68329 -4.60932 0.084
H -2.54379 1.97395 1.33233 0.064
H -4.56873 -3.89746 -0.60570 0.083
H 2.23503 -5.00817 0.26239 0.141
H 6.63189 2.97771 -0.68168 0.148
H 0.86123 -2.49371 3.13710 0.101
H -4.62627 -3.65335 3.17518 0.097
H -5.43038 -2.06730 3.23662 0.094
H -3.48074 3.46849 1.43061 0.099
H -3.17255 -1.86987 3.28178 0.125
H 3.54672 -1.41010 1.73714 0.115
H -0.17632 1.66971 4.37943 0.086
H -0.42462 2.63592 -0.77580 0.120
H 0.63318 4.64894 4.67902 0.088
H -2.87293 1.02673 -5.05276 0.098
H -6.29246 -3.47746 2.64505 0.102
H 0.93604 -4.81550 -0.89108 0.141
H -2.97683 2.65790 2.90602 0.084
H -3.41519 -0.19155 -6.20658 0.103
H -3.66915 -0.45276 -4.48684 0.082
H -5.69362 -1.62171 -0.50922 0.083
H -1.29521 3.03310 4.32851 0.094
H -6.90115 -2.25614 0.60331 0.103
H 6.99774 0.79194 0.51917 0.148
H 2.62279 5.29987 -2.17588 0.121
H 3.72935 -3.81704 -1.20851 0.141
H 0.88569 0.36686 -4.48667 0.127
H 0.23041 4.71781 -1.99600 0.132
H -4.04713 -4.70544 0.88365 0.100
H 0.23413 -0.72942 -6.36510 0.096
H -1.44194 4.61898 2.50591 0.114